Density functional theory data (ωB97M-V/def2-TZVPD) for 2 unconnected molecules or ions with the total composition C5H9F4NO at a distorted geometry.

lowest unoccupied orbital energy (spin up / spin down) = 0.7 / -1.5 eV

Structure (ORCA input):
```
! wB97M-V def2-TZVPD RIJCOSX def2/J DEFGRID3
* xyz 0 3
F -2.8340 1.1170 1.4411
F -3.4400 -0.9852 1.5548
F -3.1748 1.1083 -1.3466
F -3.8566 -0.9621 -1.2889
O 0.5101 -2.4119 -0.2735
N 0.6461 -0.2409 -0.0841
C 1.9715 -0.4186 0.5079
C -3.0019 -0.0731 -0.7359
C -0.1105 -1.2322 -0.5138
C 0.3529 1.1304 -0.4057
C -3.5067 0.1061 0.8025
H 0.8246 1.7262 0.2998
H -2.0077 -0.5451 -0.6083
H 0.5937 1.4910 -1.3432
H 1.8932 -1.3994 1.0163
H -0.2333 -3.0067 -0.2993
H 2.3120 0.4901 1.0053
H 2.7929 -0.4405 -0.3554
H -4.4624 0.5684 0.8805
H -0.6675 1.4706 -0.3380
*
```



Density functional theory data (ωB97M-V/def2-TZVPD) for a molecular structure, C5H9Br4Cl3 at a distorted geometry.

lowest unoccupied orbital energy = 0.1 eV
ΔE to the lowest compared entry with this formula, charge and spin = 15.9067 eV

Structure (ORCA input):
```
! wB97M-V def2-TZVPD RIJCOSX def2/J DEFGRID3
* xyz 0 1
Br 17.0503 1.8686 -18.0147
Br 12.5937 1.5909 -19.4979
Br 11.1124 1.9840 -17.5219
Br 14.9383 4.3108 -16.6408
Cl 14.4461 1.4946 -15.6498
Cl 16.5275 -0.5283 -14.8608
Cl 15.3391 -0.5770 -17.5481
C 12.5103 3.3403 -17.6461
C 13.6224 2.8932 -16.6994
C 15.2581 2.3120 -18.7340
C 15.8589 0.4462 -16.1727
C 14.3909 1.0601 -18.7795
H 14.1569 0.5458 -17.8474
H 13.0543 3.3772 -18.5900
H 16.6237 1.1109 -16.5744
H 15.2950 2.8715 -19.6687
H 13.2575 2.6766 -15.6954
H 14.8077 0.4247 -19.5610
H 12.0855 4.3096 -17.3849
H 14.7161 2.9750 -18.0597
H 14.0863 1.9365 -16.9396
*
```



Density functional theory data (ωB97M-V/def2-TZVPD) for a molecular structure, C15H33Br12INOPS at a distorted geometry.

lowest unoccupied orbital energy = 0.2 eV

Structure (ORCA input):
```
! wB97M-V def2-TZVPD RIJCOSX def2/J DEFGRID3
* xyz 0 1
I 1.8133 -1.2741 -3.7141
Br 7.1081 1.4838 1.1204
Br -6.8353 3.6074 3.5737
Br -4.6329 2.6999 -1.7893
Br 6.4905 -1.7035 2.7680
Br -3.2497 4.3287 4.0576
Br 4.2989 -4.2255 1.1925
Br -4.1393 6.5538 -0.0300
Br -2.3722 3.6780 -1.5783
Br 7.4996 -5.3849 -0.5951
Br 3.5367 0.7303 0.6193
Br 4.0173 -6.2417 -1.4831
Br -7.0209 1.9939 -4.5270
S -2.6372 0.0914 -0.2219
P -1.4827 -0.7157 -1.6038
O -0.7105 -3.1421 -2.6040
N 1.7838 -2.1182 -0.7209
C 4.0614 -3.2287 2.8524
C 6.7715 -6.0754 -2.2652
C 0.5430 -3.7655 -2.2824
C -4.7109 4.6903 -0.2017
C -3.5293 3.7405 0.0087
C -1.3760 -2.6126 -1.4344
C -6.4320 1.9253 -1.7230
C -5.9697 4.8934 4.7563
C 5.5689 2.6807 1.1328
C -4.7803 5.5350 4.0890
C 5.4308 -5.4591 -2.5765
C -6.6757 0.9973 -2.8872
C 4.5450 -1.8101 2.7078
C 1.7516 -2.7137 -2.0840
C 4.3818 2.0340 1.7959
H -6.7354 5.6384 4.9750
H -2.4646 -2.9632 -1.4980
H -6.4700 1.3754 -0.7800
H 1.8474 -1.0986 -0.8356
H -0.9240 -2.9349 -0.4491
H 5.8923 3.5567 1.6959
H 3.6070 2.7723 2.0056
H 2.7008 -3.3472 -2.1794
H -7.1363 2.7575 -1.6818
H 0.4805 -4.4699 -1.3824
H 4.6370 1.5104 2.7164
H -5.1850 4.6009 -1.1622
H 2.6024 -2.5009 -0.2258
H -4.4446 6.4047 4.6546
H 4.2032 -1.1997 3.5449
H 5.4021 -4.3831 -2.4088
H 4.2336 -1.3473 1.7773
H 7.5035 -5.8055 -3.0271
H -4.9726 5.8307 3.0581
H -3.8664 2.7246 0.1518
H 5.1416 -5.6701 -3.6066
H -2.0093 -0.4800 -2.9255
H 5.3822 2.9683 0.0993
H -0.1378 -0.2317 -1.4707
H -2.8977 4.0275 0.8549
H -7.5740 0.4000 -2.7243
H 0.8468 -4.3774 -3.1998
H -5.8364 0.3334 -3.0898
H 6.7348 -7.1596 -2.1713
H -5.7147 4.3614 5.6714
H -5.4605 4.5483 0.5802
H 4.5784 -3.7837 3.6338
H 2.9882 -3.2509 3.0463
*
```



Density functional theory data (ωB97M-V/def2-TZVPD) for a molecular structure, C3H6N2O2 at a distorted geometry.

lowest unoccupied orbital energy = 0.2 eV
ΔE to the lowest compared entry with this formula, charge and spin = 7.2060 eV

Structure (ORCA input):
```
! wB97M-V def2-TZVPD RIJCOSX def2/J DEFGRID3
* xyz 0 1
O -2.0480 0.6881 0.4444
O 0.5223 -1.1261 -1.4241
N 0.3267 0.3498 0.4923
N -1.5657 -0.3026 -0.4771
C -0.1990 -0.5213 -0.5434
C 1.6553 -0.1224 1.1624
C 1.4905 0.9675 0.0945
H -1.0138 0.6486 1.0175
H 1.6317 2.0133 0.5645
H 1.3994 0.3047 2.1181
H 1.7357 0.7974 -0.9361
H -2.3794 -1.3781 -0.2927
H 1.8248 -1.1551 0.9792
*
```



Density functional theory data (ωB97M-V/def2-TZVPD) for a molecular structure, C30H57CsGeN5O6P2S4Si3 at a distorted geometry.

lowest unoccupied orbital energy (spin up / spin down) = 3.1 / 3.1 eV
ΔE to the lowest compared entry with this formula, charge and spin = 1.8778 eV

Structure (ORCA input):
```
! wB97M-V def2-TZVPD RIJCOSX def2/J DEFGRID3
* xyz -2 2
Cs -0.0410 -0.2717 0.3394
Ge -0.7827 2.1632 -2.3371
S 0.5603 0.1350 4.5202
S 1.0891 4.4300 4.4959
S 0.6229 2.6956 2.1828
S 1.0325 2.2729 6.4646
P 3.5217 -0.7848 0.8072
P 2.8031 -1.5703 -1.8757
Si -2.7406 1.4507 -3.4938
Si -1.3070 4.4240 -1.8480
Si 0.6702 2.4943 -4.1799
O -3.2287 -2.2108 0.3408
O 2.1703 -0.6472 1.3757
O -1.5690 -1.5631 -1.0473
O 1.4738 4.7972 7.0814
O 3.5901 -1.8112 -0.4733
O 2.0658 -0.2990 -1.9411
N 1.8425 -2.8799 -2.0614
N -0.1355 -3.5271 0.5140
N 4.0924 -1.6218 -2.9230
N 4.2149 0.5828 0.2600
N 4.5235 -1.5071 1.8965
C 3.8144 -1.2145 -4.2940
C 2.0413 -6.9629 1.4027
C -0.0356 -5.9538 0.6814
C 0.5335 -4.6774 0.8225
C 3.7550 1.8466 0.8420
C 0.2590 5.3145 -1.2852
C 1.8681 -4.5590 1.2823
C 5.1935 -2.5543 -2.7979
C 0.7506 -7.0952 0.9736
C -2.1374 -2.3267 -0.2389
C -3.3725 2.4145 -4.9951
C -4.1944 1.3481 -2.3016
C -2.0603 -4.8640 0.0023
C 2.4298 2.7440 -3.5304
C -1.3913 -6.0140 0.2528
C -2.0729 5.5627 -3.1511
C 2.6046 -5.6724 1.5647
C 0.7812 0.9192 -5.2382
C 5.9207 -1.7242 1.6049
C 0.6001 -2.7453 -2.8334
C -2.4907 4.5224 -0.3874
C 2.4166 -4.2119 -2.0630
C -2.5044 -0.3165 -4.1129
C 1.1959 4.0096 6.2042
C 0.7802 1.7633 4.7942
C 0.8022 2.8183 3.8330
C 0.4481 3.8719 -5.4573
C 4.0016 -2.2029 3.0618
C -1.3772 -3.6108 0.1152
C 5.1097 0.7540 -0.8676
H -3.1019 -4.8484 -0.2885
H -3.9597 0.6476 -1.4941
H 4.6010 -1.9401 3.9378
H 6.2163 -1.2003 0.6963
H 5.3983 -0.1981 -1.2993
H -3.0543 5.1934 -3.4617
H 2.9752 -1.8977 3.2518
H -0.1774 -3.3567 -2.3780
H 6.0134 1.2813 -0.5411
H 1.7416 0.8730 -5.7690
H -0.0175 0.9003 -5.9871
H 1.2400 3.8033 -6.2153
H 3.5758 -2.0743 -4.9339
H 4.6261 1.3418 -1.6527
H -4.4110 2.3207 -1.8502
H 0.3058 -8.0782 0.8589
H 2.9842 -0.5115 -4.3270
H 2.6510 1.9418 -2.8195
H 3.1995 2.4166 0.0926
H 4.0372 -3.2928 2.9385
H -1.8732 -6.9812 0.1490
H -0.5215 3.8007 -5.9585
H -3.4223 -0.6893 -4.5857
H 4.6931 -0.7126 -4.7091
H -3.7152 3.4117 -4.7060
H 0.0320 6.3371 -0.9585
H 6.1204 -2.0777 -3.1362
H -2.5831 2.5434 -5.7419
H 6.5533 -1.3577 2.4195
H 3.2988 -4.2610 -1.4250
H 6.1362 -2.7911 1.4617
H 0.9874 5.3701 -2.1014
H 3.6254 -5.5714 1.9149
H 5.3327 -2.8550 -1.7614
H 3.0878 1.6751 1.6837
H -2.2620 -0.9579 -3.2599
H 0.2530 -1.7153 -2.8083
H 3.1685 2.7203 -4.3434
H 0.7254 4.7823 -0.4511
H 2.6334 -7.8416 1.6276
H -5.0984 0.9953 -2.8136
H -1.4504 5.6238 -4.0469
H 2.2668 -3.5576 1.3894
H 0.5071 4.8600 -4.9922
H 0.6753 0.0246 -4.6178
H 2.5260 3.6975 -3.0009
H -2.6106 5.5616 -0.0568
H -3.4759 4.1277 -0.6510
H -1.6898 -0.3849 -4.8394
H 5.0474 -3.4574 -3.4041
H 2.6912 -4.5324 -3.0771
H 0.7582 -3.0632 -3.8717
H 1.6922 -4.9247 -1.6621
H -4.2106 1.8837 -5.4660
H 4.6138 2.4344 1.1801
H -2.2012 6.5746 -2.7441
H -2.1108 3.9363 0.4541
*
```



Density functional theory data (ωB97M-V/def2-TZVPD) for 3 unconnected molecules or ions with the total composition C4H12NO2 at a distorted geometry.

lowest unoccupied orbital energy (spin up / spin down) = 0.5 / 0.5 eV
ΔE to the lowest compared entry with this formula, charge and spin = 1.3108 eV

Structure (ORCA input):
```
! wB97M-V def2-TZVPD RIJCOSX def2/J DEFGRID3
* xyz 0 2
O -2.9790 -0.7231 -1.6347
O 0.9940 -1.0356 -2.3706
N 0.0444 0.9483 0.2928
C -0.2277 -0.8205 1.8597
C 0.4382 0.2629 1.4896
C 0.8071 0.9470 -0.8297
C 1.3908 0.9794 2.4136
H 0.3798 1.3621 -1.7297
H 2.2535 0.3161 2.5486
H 1.1071 -0.6370 -3.2436
H -1.0026 -1.1675 1.1830
H 1.7392 1.9481 2.0646
H -3.4816 -1.4224 -1.2257
H -2.3641 -1.1801 -2.2181
H 1.7099 0.3803 -0.9293
H 0.6255 -1.8861 -2.5478
H 1.0018 1.0995 3.4239
H -0.8242 1.4388 0.4093
H -0.0465 -1.5873 2.6009
*
```